Record 1
{
  "formula": "LiN3O13S",
  "method": "the ωB97M-V functional and the def2-TZVPD basis",
  "lumo_ev": 9.24,
  "homo_lumo_gap_ev": 3.9,
  "total_charge": -4,
  "relative_energy_kj_mol": 0.0,
  "homo_energy_ev": 5.35,
  "fmax_ev_per_a": 1.76,
  "multiplicity": 1,
  "symbols": ["Li", "N", "O", "O", "O", "N", "O", "O", "O", "N", "O", "O", "O", "S", "O", "O", "O", "O"],
  "xyz": [[0.574, 0.295, -0.843], [-2.278, -1.331, -2.456], [-1.668, -0.884, -3.477], [-3.167, -2.216, -2.605], [-2.008, -0.885, -1.339], [2.171, 2.450, 0.965], [1.843, 3.658, 0.888], [2.138, 1.706, -0.035], [2.600, 2.025, 2.047], [2.019, -2.238, -0.771], [0.918, -1.651, -0.913], [2.076, -3.483, -0.812], [3.051, -1.555, -0.641], [-1.644, 0.793, 1.985], [-0.797, 1.066, 0.777], [-2.244, -0.552, 1.975], [-0.835, 0.974, 3.231], [-2.749, 1.826, 2.023]],
  "forces_ev_per_angstrom": [[-0.67, 0.09, 1.58], [0.33, 0.52, 0.47], [-0.18, -0.20, -0.21], [-0.06, -0.08, -0.26], [-0.17, -0.36, -0.78], [0.31, 0.54, 0.93], [-0.01, 0.05, -0.59], [-0.21, -0.16, -0.72], [0.22, -0.24, -0.09], [-0.14, 0.85, -0.48], [0.29, -0.46, -0.05], [0.00, -0.29, 0.13], [0.29, -0.30, 0.02], [-0.44, 1.45, 0.88], [0.22, -0.54, -0.17], [0.03, -0.48, -0.22], [0.12, -0.21, -0.22], [0.09, -0.21, -0.24]],
  "mulliken_charge": [0.94, 0.94, -0.74, -0.73, -0.45, 0.98, -0.70, -0.66, -0.63, 1.02, -0.62, -0.72, -0.68, 0.97, -0.57, -0.74, -0.79, -0.83]
}

=====

Record 2
{
  "formula": "C28H42BrN3P2Zr",
  "method": "the ωB97M-V functional and the def2-TZVPD basis",
  "lumo_ev": -14.65,
  "homo_lumo_gap_ev": 4.5,
  "total_charge": 4,
  "homo_energy_ev": -19.17,
  "fmax_ev_per_a": 4.17,
  "multiplicity": 1,
  "symbols": ["C", "C", "C", "C", "N", "C", "C", "C", "C", "C", "C", "C", "C", "C", "Zr", "P", "H", "H", "H", "H", "H", "H", "H", "H", "C", "C", "H", "H", "H", "H", "H", "C", "C", "H", "H", "H", "H", "H", "C", "C", "H", "H", "H", "H", "H", "Br", "P", "C", "C", "H", "H", "H", "H", "H", "C", "C", "H", "H", "H", "H", "H", "C", "C", "H", "H", "H", "H", "H", "N", "C", "C", "N", "C", "H", "H", "H", "H"],
  "xyz": [[-2.042, -1.555, -4.444], [-1.013, -0.668, -4.026], [-0.873, 0.598, -4.651], [-1.899, 0.993, -5.528], [-2.941, 0.204, -5.810], [-2.994, -1.046, -5.337], [-0.137, -1.111, -3.012], [0.621, -1.652, -2.204], [1.883, -1.917, -1.579], [2.079, -2.111, -0.140], [3.160, -1.298, 0.452], [4.074, -0.769, -0.475], [4.182, -1.270, -1.765], [3.038, -1.791, -2.353], [1.195, -0.189, 0.678], [-1.504, 0.521, 0.058], [-0.038, 1.269, -4.430], [-2.116, -2.579, -4.054], [-1.900, 1.992, -5.988], [-3.852, -1.652, -5.651], [2.998, -1.976, -3.412], [1.864, -3.114, 0.254], [5.100, -1.307, -2.347], [3.168, -1.049, 1.543], [-2.433, 1.186, 1.544], [-3.648, 2.099, 1.344], [-1.677, 1.710, 2.154], [-2.738, 0.305, 2.132], [-4.012, 2.417, 2.329], [-3.416, 3.016, 0.789], [-4.494, 1.590, 0.867], [-1.758, 1.873, -1.195], [-3.084, 1.956, -1.967], [-0.938, 1.741, -1.922], [-1.583, 2.835, -0.683], [-3.012, 2.772, -2.706], [-3.289, 1.040, -2.544], [-3.949, 2.202, -1.327], [-2.620, -0.828, -0.540], [-4.131, -0.670, -0.345], [-2.283, -1.739, -0.020], [-2.370, -0.986, -1.598], [-4.641, -1.564, -0.724], [-4.418, -0.582, 0.709], [-4.551, 0.176, -0.901], [5.272, 0.609, 0.237], [1.811, 2.406, 0.719], [0.594, 3.769, 0.758], [0.995, 4.981, 1.597], [-0.349, 3.320, 1.125], [0.436, 4.046, -0.297], [0.195, 5.725, 1.473], [1.080, 4.730, 2.666], [1.938, 5.433, 1.249], [2.659, 2.275, 2.338], [3.977, 3.043, 2.430], [2.844, 1.206, 2.574], [1.934, 2.651, 3.077], [4.375, 2.887, 3.443], [4.720, 2.648, 1.722], [3.848, 4.123, 2.267], [2.976, 2.694, -0.626], [3.390, 4.131, -0.872], [2.593, 2.207, -1.537], [3.881, 2.104, -0.366], [4.110, 4.123, -1.703], [2.520, 4.729, -1.167], [3.880, 4.587, 0.003], [-0.140, -3.302, 3.396], [-0.357, -2.206, 4.239], [-0.268, -1.092, 3.467], [0.166, -1.489, 2.170], [0.087, -2.841, 2.145], [-0.077, -4.278, 3.680], [-0.501, -2.327, 5.300], [-0.463, -0.051, 3.695], [0.250, -3.572, 1.329]],
  "forces_ev_per_angstrom": [[-0.26, 0.37, 0.30], [-0.40, 0.11, -0.51], [-0.53, -0.05, 0.05], [0.26, -0.28, 0.32], [0.21, -0.07, 0.06], [0.24, 0.07, 0.10], [0.63, -0.80, -0.39], [0.75, 0.05, 0.63], [-1.35, 0.07, 0.19], [0.63, 0.27, -0.12], [0.67, -1.06, -2.11], [0.98, 1.68, 3.69], [-0.50, -1.19, -1.86], [1.31, 1.05, 0.31], [-3.88, 0.07, 0.66], [-1.98, 0.94, -0.32], [-0.33, -0.28, -0.02], [0.01, 0.56, -0.15], [0.07, -0.54, 0.17], [0.41, 0.20, 0.07], [0.06, -0.18, -0.36], [-0.58, 0.71, 0.19], [0.07, 0.67, 0.21], [0.85, -0.71, -0.52], [0.77, -0.40, 0.60], [-0.30, 0.22, -0.12], [-0.24, -0.04, 0.00], [0.18, 0.16, -0.14], [0.23, -0.10, -0.14], [-0.01, -0.25, 0.08], [0.40, 0.20, 0.06], [0.80, 0.23, -0.20], [-0.36, 0.00, -0.24], [-0.17, 0.20, 0.09], [0.05, -0.42, -0.14], [0.12, -0.26, 0.31], [0.02, 0.31, 0.29], [0.49, -0.24, -0.31], [0.69, -0.79, 0.01], [-0.42, 0.12, -0.01], [-0.12, 0.10, -0.13], [-0.11, 0.06, 0.21], [0.28, 0.09, 0.06], [0.14, -0.02, -0.23], [0.19, -0.28, 0.26], [0.29, -2.36, -0.62], [-0.17, 0.06, -0.34], [-0.53, -0.48, -0.05], [0.16, 0.21, 0.07], [0.31, 0.38, -0.11], [0.02, -0.12, 0.29], [0.30, -0.11, 0.19], [-0.05, 0.20, -0.36], [-0.41, -0.16, 0.17], [-0.26, 0.23, -0.09], [0.48, -0.03, 0.37], [0.02, 0.05, 0.12], [0.16, -0.23, -0.04], [0.00, 0.20, -0.30], [-0.30, 0.39, 0.31], [-0.02, -0.42, 0.07], [0.85, -0.74, -0.01], [0.05, 0.53, -0.26], [-0.16, 0.31, 0.11], [-1.03, 0.74, -0.30], [-0.23, 0.21, 0.24], [0.35, 0.09, 0.03], [-0.23, -0.18, -0.39], [0.00, 1.58, -0.80], [0.10, -0.37, -0.45], [0.82, -0.46, -0.29], [-0.72, 0.22, -0.46], [0.78, -1.17, 1.31], [-0.30, 0.11, -0.03], [-0.28, 0.01, 0.00], [0.21, -0.24, 0.17], [-0.16, 1.00, 0.59]],
  "mulliken_charge": [-0.29, 0.56, -0.39, -0.51, -0.42, -0.48, 0.39, -0.03, 0.18, -0.61, -1.07, -0.21, -0.47, -0.88, -0.24, 1.41, 0.51, 0.51, 0.41, 0.40, 0.64, 1.04, 0.57, 1.21, -0.80, -1.50, 0.48, 0.74, 0.45, 0.29, 0.30, -0.14, -1.62, 0.34, 0.44, 0.46, 0.26, 0.28, 0.08, -1.50, 0.48, -0.12, 0.47, 0.38, 0.25, 0.02, 1.01, -0.29, -1.37, 0.20, 0.56, 0.44, 0.35, 0.29, -0.47, -1.34, 0.50, 0.50, 0.44, 0.18, 0.30, 0.47, -1.37, 0.56, -0.77, 0.44, 0.38, 0.27, -0.01, -0.69, -0.43, 0.32, -0.43, 0.30, 0.42, 0.47, 0.49]
}